DFT (ωB97M-V/def2-TZVPD) results for 7 unconnected molecules or ions with the total composition C47H115F2N4O8P2S2.

Last column: Mulliken charge in e.
Atoms and positions in Å:
C1 -1.327 1.039 -0.617  -1.4556
C2 0.174 0.724 -0.468  0.5075
C3 0.515 0.239 0.912  -0.0263
O1 0.541 -0.170 -1.491  -0.1222
H1 -1.628 1.401 -1.599  0.3265
H2 -1.701 1.669 0.199  0.1602
H3 -1.841 0.078 -0.450  0.2495
H4 0.632 1.700 -0.713  0.2718
H5 0.183 -0.752 1.216  -0.1687
H6 0.202 0.958 1.680  -0.2935
H7 1.606 0.259 0.966  -0.2202
C4 -6.670 1.432 -0.807  -1.4264
C5 -7.196 0.125 -0.250  0.1879
C6 -7.320 0.069 1.252  -0.6540
O2 -7.349 -1.274 1.641  -0.3011
C7 -7.861 -1.451 2.941  -0.7065
N1 -8.577 -0.125 -0.877  -0.3094
H8 -8.429 -0.409 -1.845  0.3636
H9 -9.162 -0.838 -0.424  0.3328
H10 -9.152 0.723 -0.823  0.3716
H11 -7.261 2.265 -0.426  0.3978
H12 -6.741 1.471 -1.897  0.4697
H13 -5.609 1.504 -0.575  0.3169
H14 -6.677 -0.764 -0.612  0.3880
H15 -8.231 0.587 1.599  0.3899
H16 -6.557 0.635 1.803  0.3382
H17 -7.293 -0.935 3.722  0.2107
H18 -7.868 -2.502 3.214  0.3038
H19 -8.878 -1.064 3.074  0.3732
C8 -2.139 -3.164 -3.995  -1.4598
C9 -2.064 -3.581 -2.554  0.3619
C10 -2.116 -5.058 -2.218  -0.2850
O3 -3.363 -5.507 -2.625  -0.3730
C11 -3.746 -6.730 -1.998  -0.6955
N2 -0.914 -2.879 -1.864  0.9390
H20 -0.057 -3.172 -2.338  0.4126
H21 -0.885 -1.848 -1.789  -0.2487
H22 -0.749 -3.225 -0.900  -0.3836
H23 -2.255 -2.096 -4.195  0.3322
H24 -2.965 -3.685 -4.475  0.5282
H25 -1.185 -3.409 -4.483  0.3130
H26 -2.929 -3.107 -2.079  0.1981
H27 -2.093 -5.090 -1.120  0.0700
H28 -1.220 -5.608 -2.529  0.3913
H29 -3.017 -7.502 -2.261  0.3102
H30 -4.754 -7.045 -2.237  0.2886
H31 -3.626 -6.602 -0.915  0.2820
C12 3.840 -1.293 0.494  -1.2335
C13 3.515 -2.685 -0.017  0.6815
C14 3.782 -3.806 0.957  -1.3387
O4 2.953 -3.635 2.080  0.3266
C15 3.144 -4.706 2.991  -1.1575
N3 2.055 -2.703 -0.503  1.1881
H32 1.990 -3.325 -1.304  0.4911
H33 1.399 -2.977 0.243  -0.2729
H34 1.848 -1.754 -0.882  -0.8803
H35 3.409 -0.423 -0.007  0.2129
H36 4.921 -1.160 0.535  0.5375
H37 3.451 -1.128 1.504  0.0681
H38 4.003 -2.869 -0.976  0.4229
H39 4.819 -3.674 1.291  0.5214
H40 3.673 -4.788 0.487  0.4706
H41 4.114 -4.660 3.500  0.3015
H42 3.122 -5.682 2.503  0.4501
H43 2.362 -4.645 3.740  0.2459
C16 3.095 5.808 -3.818  -1.4462
C17 2.095 4.662 -3.855  -0.3464
C18 2.732 3.291 -3.866  -0.4302
C19 1.680 2.141 -3.981  -0.1852
P1 2.113 0.526 -4.666  0.7986
C20 3.370 -0.205 -3.603  -0.4277
C21 4.637 0.629 -3.246  -0.4876
C22 5.810 -0.282 -2.912  -0.3366
C23 6.675 -0.571 -4.138  -1.0729
C24 0.604 -0.561 -4.785  -0.0589
C25 -0.084 -0.579 -6.135  -1.0293
C26 -0.453 0.756 -6.776  -0.2331
C27 -1.526 1.527 -5.988  -1.2856
C28 2.947 0.627 -6.284  -1.4112
C29 3.432 -0.724 -6.848  -0.3503
C30 4.108 -0.531 -8.224  -0.6322
C31 4.632 -1.820 -8.833  -1.3116
H44 3.778 5.757 -4.675  0.3437
H45 3.720 5.798 -2.927  0.3396
H46 2.665 6.798 -3.968  0.4109
H47 1.321 4.754 -4.619  0.4429
H48 1.528 4.755 -2.918  0.2423
H49 3.364 3.142 -2.989  0.2305
H50 3.468 3.215 -4.675  0.3721
H51 0.789 2.519 -4.491  0.3305
H52 1.297 1.957 -2.970  -0.3387
H53 3.602 -1.188 -4.017  0.8403
H54 2.825 -0.358 -2.660  -0.2625
H55 4.419 1.353 -2.466  0.3114
H56 4.892 1.188 -4.150  0.4057
H57 5.532 -1.248 -2.477  -0.1316
H58 6.336 0.202 -2.085  0.4682
H59 7.338 -1.432 -4.075  0.4338
H60 7.182 0.316 -4.513  0.3346
H61 6.007 -0.891 -4.950  0.0906
H62 -0.010 -0.163 -3.970  0.1382
H63 0.958 -1.554 -4.498  0.5617
H64 -0.901 -1.303 -6.186  0.4323
H65 0.588 -1.057 -6.859  0.2955
H66 -0.815 0.570 -7.787  0.6765
H67 0.361 1.466 -6.914  -0.0232
H68 -1.355 2.603 -5.911  0.3878
H69 -1.726 1.135 -4.989  0.1838
H70 -2.476 1.517 -6.531  0.3361
H71 3.800 1.261 -6.005  0.8201
H72 2.456 1.231 -7.044  0.7768
H73 2.599 -1.422 -6.924  0.3373
H74 4.197 -1.141 -6.190  -0.2559
H75 4.953 0.134 -8.013  0.3381
H76 3.483 0.115 -8.844  0.4739
H77 4.110 -2.776 -8.783  0.3483
H78 5.593 -2.103 -8.394  0.3222
H79 4.801 -1.587 -9.886  0.3601
C32 0.454 6.317 7.942  -1.1962
C33 -0.858 5.497 8.097  -0.7294
C34 -1.091 4.526 6.946  -0.2984
C35 -0.109 3.361 7.006  -1.0409
P2 -0.188 2.104 5.739  1.1332
C36 -1.801 1.308 5.642  -1.1717
C37 -1.832 -0.013 4.892  0.1625
C38 -3.242 -0.656 4.822  -1.0539
C39 -4.307 0.230 4.222  -0.6863
C40 0.176 2.858 4.095  -0.0620
C41 -1.059 3.500 3.465  -0.5889
C42 -0.790 4.668 2.517  -0.8692
C43 -0.518 6.010 3.181  -1.2637
C44 1.062 0.911 6.217  -1.6400
C45 1.664 0.066 5.080  0.3575
C46 2.434 -1.114 5.690  -0.5894
C47 3.646 -1.655 4.977  -1.1029
H80 1.154 6.076 8.743  0.3002
H81 0.217 7.376 7.986  0.3544
H82 1.042 6.121 7.041  0.3356
H83 -1.682 6.214 8.103  0.4120
H84 -0.988 5.025 9.074  0.4393
H85 -0.911 5.153 6.066  -0.1358
H86 -2.120 4.169 6.870  0.3750
H87 -0.224 2.901 7.994  0.5838
H88 0.913 3.754 6.981  0.5035
H89 -2.551 2.007 5.275  0.5074
H90 -2.087 1.068 6.676  0.5833
H91 -1.114 -0.775 5.192  0.3818
H92 -1.551 0.212 3.849  -0.2722
H93 -3.444 -0.872 5.880  0.4047
H94 -3.323 -1.659 4.402  0.3963
H95 -4.208 0.357 3.142  0.2508
H96 -4.396 1.205 4.707  0.3058
H97 -5.284 -0.208 4.446  0.1192
H98 0.547 2.029 3.494  -0.2537
H99 0.951 3.610 4.251  0.6178
H100 -1.813 3.926 4.139  0.5408
H101 -1.689 2.780 2.934  0.2196
H102 -1.666 4.828 1.876  0.4490
H103 -0.065 4.496 1.712  0.3282
H104 -0.613 6.875 2.529  0.4191
H105 0.484 6.093 3.621  0.3148
H106 -1.161 6.143 4.056  0.2921
H107 0.647 0.366 7.068  0.5786
H108 1.876 1.500 6.652  0.6278
H109 2.296 0.628 4.385  0.4735
H110 0.899 -0.333 4.409  -0.2003
H111 1.758 -1.975 5.618  0.1969
H112 2.675 -0.941 6.740  0.4890
H113 3.993 -2.592 5.406  0.4344
H114 4.420 -0.888 4.860  0.4036
H115 3.436 -1.908 3.929  -0.1068
N4 -0.424 -3.918 0.748  -0.1359
S1 -0.124 -5.538 1.110  0.8400
O5 -1.041 -6.502 0.645  -0.4671
O6 0.498 -5.780 2.386  -0.5244
F1 1.144 -5.705 0.150  -0.3027
S2 -1.108 -3.459 2.082  0.2638
O7 -0.268 -2.792 3.040  -0.2470
O8 -2.113 -4.345 2.602  -0.6481
F2 -2.018 -2.272 1.502  -0.2289

E_tot: -4358.60039 Eh
net charge: +3
HOMO: -13.74 eV
orbital gap: 7.740 eV
lowest unoccupied orbital energy: -0.22066 hartree


DFT (ωB97M-V/def2-TZVPD) results for a molecular structure, C25H22CoN4O2.

Last column: natural (NBO) charge in e.
Atoms and positions in Å:
Co1 0.055 -0.564 -0.014  1.0479
O1 -0.910 2.165 6.070  -0.7256
C1 -1.651 2.418 5.111  0.7450
O2 -2.707 3.052 4.981  -0.7253
C2 -1.147 1.774 3.754  -0.0206
C3 -1.866 1.953 2.582  -0.2150
C4 -1.385 1.379 1.416  0.2339
N1 -0.250 0.681 1.425  -0.5401
C5 0.487 0.545 2.529  0.2329
C6 0.047 1.067 3.734  -0.2133
C7 1.781 -0.122 2.278  0.1692
C8 2.768 -0.271 3.242  -0.2163
C9 3.974 -0.852 2.895  -0.1328
C10 4.176 -1.258 1.584  -0.2540
C11 3.143 -1.090 0.681  0.0760
N2 1.971 -0.550 1.010  -0.5393
C12 -1.990 1.481 0.073  0.1644
C13 -3.139 2.217 -0.188  -0.2177
C14 -3.631 2.274 -1.479  -0.1352
C15 -2.959 1.594 -2.484  -0.2551
C16 -1.828 0.875 -2.148  0.0784
N3 -1.345 0.811 -0.908  -0.5197
H1 -2.773 2.541 2.620  0.2564
H2 0.592 0.961 4.662  0.2588
H3 2.595 0.068 4.254  0.2412
H4 4.749 -0.986 3.638  0.2303
H5 5.108 -1.703 1.267  0.2330
H6 3.250 -1.425 -0.344  0.2079
H7 -3.641 2.734 0.617  0.2410
H8 -4.527 2.838 -1.701  0.2304
H9 -3.303 1.618 -3.508  0.2317
H10 -1.285 0.320 -2.903  0.2027
C17 1.020 -5.430 -0.880  -0.4135
N4 1.337 -4.059 -0.520  -0.4455
C18 1.027 -3.164 -1.616  -0.3894
C19 0.781 -3.678 0.793  -0.2342
C20 -0.689 -3.309 0.815  -0.1071
C21 -1.609 -4.318 1.104  -0.2037
C22 -2.973 -4.081 1.086  -0.2193
C23 -3.433 -2.814 0.773  -0.2291
C24 -2.524 -1.801 0.491  -0.1886
C25 -1.145 -2.018 0.513  -0.2709
H11 1.494 -5.665 -1.835  0.1986
H12 -0.061 -5.611 -0.979  0.1742
H13 1.422 -6.108 -0.126  0.2013
H14 1.724 -3.343 -2.438  0.2077
H15 1.157 -2.124 -1.293  0.1484
H16 0.000 -3.270 -1.994  0.1830
H17 1.380 -2.861 1.194  0.1971
H18 0.931 -4.537 1.448  0.2056
H19 -1.240 -5.308 1.353  0.2052
H20 -3.668 -4.879 1.317  0.2138
H21 -4.495 -2.599 0.756  0.2119
H22 -2.931 -0.825 0.257  0.1835

E_tot: -2718.08911 Eh
2S+1: 2
net charge: 0
HOMO (alpha / beta): -7.88 / -7.88 eV
orbital gap (alpha / beta): 6.410 / 6.695 eV
lowest unoccupied orbital energy (alpha / beta): -0.05400 / -0.04362 hartree


DFT (ωB97M-V/def2-TZVPD) results for a molecular structure, C27H71Li2N14O10.

Last column: Mulliken charge in e.
Atoms and positions in Å:
Li1 14.951 -21.950 -13.977  0.9270
Li2 16.179 -21.697 -10.767  0.8872
C1 15.924 -25.235 -11.709  -0.4990
C2 16.765 -24.046 -12.206  3.4148
C3 17.528 -24.491 -13.434  -0.2451
O1 15.923 -22.942 -12.405  -1.3199
H1 16.617 -26.067 -11.533  0.5057
H2 15.112 -25.603 -12.338  -0.3306
H3 15.463 -25.042 -10.735  0.0028
H4 17.504 -23.986 -11.409  -1.6853
H5 16.874 -24.740 -14.269  -0.7984
H6 18.199 -25.310 -13.182  0.3121
H7 18.108 -23.668 -13.853  0.1214
C4 19.124 -28.209 -13.174  0.6485
O2 19.414 -27.954 -14.358  -0.7217
N1 19.851 -27.706 -12.148  -0.3297
N2 18.168 -29.098 -12.857  -0.4393
H8 20.716 -27.253 -12.390  0.2417
H9 19.843 -28.141 -11.241  0.2041
H10 17.795 -29.015 -11.924  0.2337
H11 17.539 -29.378 -13.592  0.1376
C5 20.489 -21.882 -11.278  0.6569
O3 21.217 -22.825 -10.999  -0.6298
N3 19.708 -21.829 -12.394  -0.2084
N4 20.304 -20.795 -10.447  -0.4787
H12 19.235 -20.967 -12.581  0.1578
H13 19.529 -22.605 -13.000  0.0444
H14 20.764 -20.912 -9.558  0.2587
H15 19.438 -20.302 -10.502  0.1906
C6 14.614 -24.713 -7.291  0.5193
O4 14.444 -25.789 -6.726  -0.6532
N5 15.558 -23.833 -6.861  -0.2972
N6 13.959 -24.354 -8.436  0.0900
H16 15.826 -23.047 -7.426  0.0776
H17 16.027 -23.970 -5.987  0.2369
H18 13.352 -25.035 -8.864  -0.2391
H19 14.087 -23.417 -8.760  0.1920
C7 16.684 -21.859 -16.428  0.5971
O5 15.539 -21.729 -15.929  -0.8854
N7 17.348 -20.822 -17.000  -0.3726
N8 17.367 -22.998 -16.446  0.0511
H20 16.891 -19.927 -16.976  0.2312
H21 18.266 -20.877 -17.399  0.1902
H22 18.323 -22.992 -16.789  0.2091
H23 17.105 -23.864 -16.017  -0.1394
C8 19.865 -24.965 -16.342  0.4018
O6 20.086 -23.892 -16.925  -0.7774
N9 18.791 -25.753 -16.561  -0.1658
N10 20.689 -25.408 -15.353  -0.2847
H24 18.773 -26.692 -16.191  0.1964
H25 18.275 -25.405 -17.356  0.2524
H26 20.416 -26.075 -14.650  0.1762
H27 21.501 -24.821 -15.258  0.2118
C9 18.262 -22.991 -8.665  0.6816
O7 17.524 -22.144 -9.231  -0.7561
N11 18.467 -22.809 -7.325  -0.4302
N12 19.027 -23.945 -9.217  -0.1951
H28 17.966 -22.022 -6.957  0.3059
H29 19.041 -23.449 -6.811  0.1381
H30 18.965 -24.145 -10.197  0.0207
H31 19.260 -24.649 -8.538  0.2164
C10 11.139 -28.994 -15.483  -2.0129
C11 12.301 -28.112 -16.071  1.3526
C12 12.571 -27.181 -14.818  -1.1318
C13 13.928 -26.457 -15.061  -0.6330
C14 15.038 -27.503 -15.214  -0.7744
C15 14.830 -28.531 -16.336  1.8725
N13 13.433 -28.977 -16.270  0.5650
O8 13.211 -29.925 -17.303  -0.5432
C16 15.138 -27.841 -17.693  -1.4140
C17 15.707 -29.730 -16.030  -1.9023
C18 11.775 -27.272 -17.250  -1.8371
H32 10.737 -29.554 -16.334  0.4901
H33 10.328 -28.475 -14.982  0.3679
H34 11.622 -29.709 -14.818  0.4332
H35 11.812 -26.404 -14.708  0.8737
H36 12.603 -27.691 -13.854  0.1582
H37 14.286 -25.752 -14.309  -0.0771
H38 13.862 -25.940 -16.024  0.3766
H39 15.087 -28.017 -14.247  0.5004
H40 15.921 -26.867 -15.327  -0.2134
H41 14.434 -27.089 -18.035  0.2456
H42 16.124 -27.370 -17.637  0.2926
H43 15.235 -28.596 -18.476  0.3909
H44 15.728 -30.299 -16.960  0.4509
H45 16.710 -29.420 -15.726  0.2244
H46 15.341 -30.349 -15.213  0.3830
H47 11.594 -28.044 -18.007  0.4611
H48 12.428 -26.518 -17.673  0.2620
H49 10.767 -26.953 -16.988  0.4675
H50 12.873 -30.693 -16.828  0.3508
C19 8.704 -25.534 -9.366  -1.8949
C20 10.155 -25.344 -8.914  1.4230
C21 10.499 -26.069 -7.641  -1.1109
C22 10.724 -27.559 -7.767  -0.9384
C23 11.705 -27.913 -8.892  -1.0925
C24 11.298 -27.203 -10.194  1.1316
N14 11.034 -25.779 -10.025  1.5885
O9 10.878 -25.043 -11.219  -0.6032
C25 12.499 -27.374 -11.144  -1.6278
C26 10.126 -28.024 -10.808  -1.9988
C27 10.344 -23.831 -8.752  -1.6810
H51 8.055 -24.880 -8.768  0.5390
H52 8.304 -26.523 -9.148  0.3394
H53 8.530 -25.198 -10.386  0.2529
H54 11.422 -25.669 -7.212  0.2883
H55 9.702 -25.944 -6.904  0.3866
H56 9.799 -28.121 -7.931  0.3670
H57 11.101 -27.971 -6.828  0.4660
H58 11.846 -28.981 -9.032  0.4888
H59 12.671 -27.450 -8.663  0.4053
H60 12.203 -27.372 -12.196  0.0297
H61 13.236 -26.592 -10.952  0.0222
H62 12.957 -28.357 -11.018  0.7059
H63 9.859 -27.516 -11.737  0.3303
H64 10.429 -29.043 -11.062  0.4030
H65 9.268 -28.166 -10.156  0.4014
H66 9.889 -23.453 -7.834  0.4652
H67 9.980 -23.237 -9.590  0.3795
H68 11.398 -23.545 -8.653  0.1167
H69 11.672 -24.477 -11.176  0.4335
O10 13.089 -23.467 -11.316  -0.3840
H70 12.626 -22.716 -11.710  0.1908
H71 14.026 -23.347 -11.547  0.1389

E_tot: -2605.47554 Eh
net charge: +1
HOMO: -9.66 eV
orbital gap: 5.944 eV
lowest unoccupied orbital energy: -0.13641 hartree


DFT (ωB97M-V/def2-TZVPD) results for 2 unconnected molecules or ions with the total composition C2H3F2NOS.

Last column: natural (NBO) charge in e.
Atoms and positions in Å:
F1 1.200 -0.144 -1.682  -0.3456
C1 1.518 -0.728 -0.465  0.4263
F2 2.617 -1.601 -0.654  -0.3531
S1 1.795 0.667 0.678  -0.0174
H1 0.667 -1.317 -0.131  0.1513
H2 1.597 -0.143 1.808  0.1436
N1 -2.664 0.718 -0.499  -0.7592
C2 -2.008 0.863 0.487  0.8490
O1 -1.096 0.961 1.217  -0.5225
H3 -3.626 0.724 -0.758  0.4277

E_tot: -805.90521 Eh
net charge: 0
HOMO: -9.75 eV
energy relative to the best compared isomer or geometry (same formula, charge and spin): 37.76 kJ/mol
orbital gap: 10.241 eV
SMILES: FC(F)S.N=C=O
lowest unoccupied orbital energy: 0.01817 hartree


DFT (ωB97M-V/def2-TZVPD) results for a single C5H10O molecule.

Last column: natural (NBO) charge in e.
Atoms and positions in Å:
C1 -1.925 0.005 -0.025  -0.6123
C2 -0.683 0.913 0.012  -0.4206
C3 0.513 0.036 0.340  0.2283
O1 0.611 -0.283 1.708  -0.7091
C4 0.771 -1.148 -0.522  -0.4423
C5 1.807 -0.041 -0.413  -0.4398
H1 -2.623 0.255 -0.828  0.2070
H2 -2.458 0.000 0.928  0.2131
H3 -1.585 -1.022 -0.202  0.2117
H4 -0.778 1.681 0.790  0.2110
H5 -0.537 1.448 -0.935  0.2076
H6 1.113 0.425 2.131  0.4674
H7 0.883 -2.101 -0.013  0.2306
H8 0.249 -1.195 -1.478  0.2126
H9 2.707 -0.185 0.181  0.2195
H10 1.953 0.541 -1.319  0.2153

E_tot: -271.70627 Eh
net charge: 0
HOMO: -9.96 eV
energy relative to the best compared isomer or geometry (same formula, charge and spin): 121.67 kJ/mol
orbital gap: 10.989 eV
SMILES: CCC1(O)CC1
lowest unoccupied orbital energy: 0.03784 hartree


DFT (ωB97M-V/def2-TZVPD) results for a single C4H11N5O molecule.

Last column: natural (NBO) charge in e.
Atoms and positions in Å:
C1 -0.667 1.475 1.339  -0.4047
N1 -0.864 0.119 0.829  -0.3255
N2 -1.177 -0.847 1.822  -0.7279
C2 -0.868 -0.515 -0.640  0.2753
N3 -1.807 -0.190 -1.551  -0.8782
C3 0.443 -0.704 -0.921  0.0104
N4 1.015 -1.282 -2.026  -0.8266
C4 1.315 -0.260 0.249  0.6878
N5 2.112 0.812 -0.186  -0.8788
O1 1.668 -0.995 1.181  -0.6411
H1 -0.572 2.181 0.509  0.2022
H2 -1.524 1.766 1.952  0.1857
H3 0.237 1.526 1.956  0.1855
H4 -0.311 -1.240 2.204  0.4027
H5 -2.130 -0.791 2.172  0.3720
H6 -1.873 -0.380 -2.542  0.3945
H7 -2.223 0.724 -1.383  0.3825
H8 0.329 -1.780 -2.589  0.3875
H9 1.875 -1.760 -1.758  0.3940
H10 2.386 0.860 -1.159  0.4070
H11 2.636 1.279 0.542  0.3957

E_tot: -507.90011 Eh
net charge: 0
HOMO: -7.08 eV
energy relative to the best compared isomer or geometry (same formula, charge and spin): 226.41 kJ/mol
orbital gap: 7.864 eV
SMILES: CN(N)/C(N)=C(/N)C(N)=O
lowest unoccupied orbital energy: 0.02898 hartree